(1)
97
Properties=species:S:1:pos:R:3:lowdin_charge:R:1 method="wB97M-V/def2-TZVPD" homo_lumo_gap_ha=0.25285 total_charge=+3 e_homo_ev=-16.109 relative_energy_kj_mol=0.0
Ta -0.1388 0.3605 1.0224 1.73
Sb -1.5800 0.5424 -1.5763 1.59
S 1.8724 -2.2224 0.2689 1.11
S 1.0243 0.3665 3.5739 0.75
F -4.3708 -2.4831 1.6048 0.17
F -2.3201 -4.7503 -4.6634 0.12
F -6.4448 -1.0466 2.6580 0.19
F 0.7637 4.4868 -5.7000 0.12
F -1.9154 -1.1773 1.2108 -0.03
F -6.1146 1.5493 3.2910 0.19
F -7.3630 2.4208 -0.4941 0.12
F -3.7281 2.7804 2.8982 0.17
O -1.5971 1.2546 1.7830 -0.21
O 0.3996 1.3454 4.3881 -0.20
O 0.7701 -1.1070 0.0443 -0.71
O 0.1180 -0.6436 2.8629 -0.40
N 1.5154 0.9844 2.1123 -0.20
N 0.7844 2.2784 0.5382 -0.04
C -3.5493 1.1767 -1.2153 -0.39
C 1.8728 4.6255 1.4206 0.03
C 3.6614 -2.3847 4.6914 0.00
C -3.7801 2.4118 -0.6074 -0.14
C -6.1239 2.0174 -0.7339 -0.26
C 1.0714 2.6447 -4.3036 0.02
C -1.5721 -1.3092 -3.9663 -0.10
C -2.3633 -3.6231 -2.6215 0.01
C -1.7738 -1.2848 -2.5863 -0.39
C -4.2199 -1.2204 1.9569 -0.13
C 4.7135 0.3792 -1.3424 -0.07
C -5.0723 2.8450 -0.3669 0.02
C 4.2699 -1.7734 5.7944 -0.21
C -5.2744 -0.4760 2.4848 -0.11
C 1.5153 2.3238 1.6768 -0.36
C 2.0714 3.4742 2.1758 0.05
C 1.1424 4.5891 0.2337 0.01
C -3.8728 1.4969 2.6280 -0.13
C 2.2646 -0.4753 4.3949 -0.31
C 0.2496 3.6338 -4.8265 -0.26
C -1.0824 3.7586 -4.4690 0.04
C -1.7573 -2.4837 -4.6791 0.03
C -2.1692 -2.4453 -1.9198 -0.13
C -1.6091 2.8660 -3.5478 -0.09
C 1.4702 -4.1500 -3.4123 -0.06
C -2.1498 -3.6195 -3.9919 -0.28
C 5.3545 -2.4628 6.5585 -0.01
C 2.6627 -1.7481 3.9851 -0.05
C -0.8040 1.8695 -2.9990 -0.42
C 1.7356 -2.9584 -2.4940 -0.27
C 0.5922 3.3994 -0.1852 -0.06
C -5.9248 0.7864 -1.3376 0.03
C -3.0269 -0.5655 1.7977 -0.10
C -4.6255 0.3701 -1.5825 -0.09
C -2.8245 0.7646 2.1085 -0.21
C 3.4225 -1.3974 -0.1609 -0.31
C 2.8378 0.1572 5.5033 -0.02
C 3.3190 -0.1814 -1.0733 -0.29
C 3.8391 -0.4993 6.1844 0.01
C 1.5948 -3.4045 -1.0474 -0.32
C 0.5349 1.7640 -3.3810 -0.14
C -5.0993 0.8630 2.8158 -0.11
H 5.4712 -3.4996 6.2529 0.09
H -2.9555 3.0557 -0.3153 0.11
H -6.7783 0.1835 -1.6172 0.14
H 3.8713 -1.1348 0.7989 0.10
H -2.3543 -2.4469 -0.8510 0.09
H -5.2817 3.8021 0.0920 0.14
H 5.2142 0.6623 -0.4158 0.09
H 6.3047 -1.9481 6.4006 0.11
H 2.8297 -0.4488 -2.0094 0.09
H -1.6857 4.5366 -4.9169 0.14
H -2.6883 -4.5334 -2.1355 0.14
H 2.0998 2.5809 -4.6321 0.13
H 2.7003 0.5808 -0.5923 0.08
H 2.2017 -4.9419 -3.2489 0.09
H 4.6507 1.2645 -1.9731 0.09
H 5.1484 -2.4330 7.6285 0.10
H 2.1646 -2.2447 3.1637 0.09
H 2.6318 3.4799 3.0995 0.14
H 3.9646 -3.3839 4.4072 0.13
H 1.1699 0.9851 -2.9706 0.09
H -2.6534 2.9523 -3.2714 0.11
H 5.3415 -0.3488 -1.8559 0.09
H 2.7445 -2.5836 -2.6745 0.11
H 4.2875 -0.0289 7.0499 0.14
H 2.3125 -4.1928 -0.7865 0.12
H 4.0261 -2.1971 -0.6011 0.12
H 2.4875 1.1264 5.8318 0.13
H -1.6187 -2.5279 -5.7511 0.14
H 0.4768 -4.5657 -3.2448 0.07
H -1.2845 -0.4129 -4.5025 0.11
H 1.5379 -3.8468 -4.4555 0.09
H 1.0283 -2.1513 -2.6993 0.09
H 0.0098 3.3131 -1.0924 0.10
H 0.9966 5.4824 -0.3561 0.13
H -4.4635 -0.5841 -2.0701 0.10
H 0.6004 -3.8060 -0.8300 0.11
H 2.2962 5.5619 1.7614 0.14

(2)
103
Properties=species:S:1:pos:R:3:lowdin_charge:R:1 method="wB97M-V/def2-TZVPD" homo_lumo_gap_ha=0.20782 total_charge=-1 e_homo_ev=-5.360
F 2.6630 -2.6882 0.6168 0.00
F 4.1471 -0.4535 -0.1370 0.02
F 5.2636 -1.5662 -1.7880 0.06
F 2.4325 -2.0260 -1.6576 0.00
F 5.4918 -2.2066 0.4374 0.08
O 6.7398 6.5534 -1.3285 0.06
O -3.4566 7.1961 -3.1754 0.07
O -0.4084 -5.8639 -3.8875 0.07
O -3.4015 -0.4779 2.0019 0.03
O 0.8699 -6.5322 -0.5546 -0.02
O -3.0044 5.5500 3.8350 0.06
O -4.9194 6.5570 3.8798 0.07
O 4.7562 6.5877 -0.4608 0.05
O 1.5703 -5.9251 -4.7583 0.07
O -2.0820 1.0895 2.7001 0.08
O -4.1818 8.2482 -1.4284 0.06
O 3.9354 -6.5028 0.1326 -0.25
N 0.5199 -6.4516 -4.4237 -0.32
N 5.6929 6.0117 -0.9989 -0.35
N -3.3274 7.6152 -2.0336 -0.35
N -4.0818 5.8024 4.3549 -0.34
N -3.1084 0.7001 2.1622 -0.33
C 6.4826 2.5106 -2.0647 -0.06
C -0.9623 -9.8860 -4.5517 -0.07
C 0.1460 -4.1936 -0.4846 -0.08
C 6.6117 3.8774 -1.8393 -0.01
C 0.0854 -10.6075 -5.1164 -0.09
C 0.3640 -7.8855 -4.6770 -0.13
C -5.2516 1.3108 1.0949 0.00
C 5.5533 4.5778 -1.2616 -0.16
C 2.4126 -5.0478 -1.9170 -0.08
C -1.1733 -2.7532 1.3386 -0.05
C 5.3041 1.8552 -1.7189 -0.05
C -4.3922 5.1530 5.6300 -0.14
C 3.2742 -2.7234 -0.6990 -0.22
C -5.8556 3.6280 0.8099 -0.07
C -1.8832 7.7873 -0.0366 0.00
C -3.4556 4.3022 6.2141 0.01
C 0.3468 6.8714 -0.0600 -0.07
C -1.7205 -1.8705 0.1602 -0.08
C -5.9244 4.7464 7.4368 -0.07
C 1.2693 -9.9665 -5.4688 -0.07
C -0.8263 -8.5196 -4.3289 0.00
C 4.3681 3.9277 -0.9203 0.00
C -0.6728 7.5468 0.6049 -0.06
C -3.7433 3.0624 1.8258 0.00
C -1.0492 6.6590 -2.0139 0.00
C -4.9962 3.8896 8.0214 -0.07
C -0.4415 -3.3190 -1.6555 -0.02
C -3.7628 3.6707 7.4146 -0.06
C 1.1620 -5.3610 -0.9695 -0.29
C -6.1547 2.2764 0.6613 -0.07
C -1.3902 -2.1414 -1.3281 -0.08
C 3.4638 -6.7260 1.4900 -0.14
C 4.5882 -1.7689 -0.5581 -0.31
C -4.0520 1.7114 1.6810 -0.14
C -5.6250 5.3845 6.2378 0.00
C 4.3931 -5.1198 0.0200 -0.18
C 1.4129 -8.6000 -5.2521 0.00
C -2.0625 7.3450 -1.3460 -0.15
C -0.2063 -3.9509 1.0065 -0.01
C -4.6513 4.0211 1.3867 -0.07
C 0.1589 6.4256 -1.3651 -0.06
C 4.2475 2.5618 -1.1522 -0.05
B 3.6554 -4.2606 -1.1887 -0.48
H -6.3567 6.0495 5.7926 0.12
H 1.2933 6.6921 0.4414 0.11
H 3.5384 4.4659 -0.4750 0.11
H -5.2358 3.3888 8.9547 0.11
H -1.7723 -1.5225 -2.2138 0.08
H -0.5216 7.8892 1.6232 0.11
H 5.2087 0.7883 -1.8910 0.09
H 2.0129 -4.5517 -2.8644 0.09
H 2.8191 -7.6815 1.4558 0.09
H -1.6487 -7.9692 -3.8850 0.12
H -2.8100 3.3828 2.2759 0.11
H 7.5348 4.3763 -2.1130 0.11
H -1.8842 -10.3903 -4.2815 0.10
H -7.0943 1.9755 0.2096 0.11
H -0.1598 -3.5651 -2.7422 0.09
H -0.0211 -11.6756 -5.2818 0.10
H 2.7967 -5.8893 1.8916 0.09
H -3.0422 3.0040 7.8763 0.11
H -2.4923 4.1207 5.7498 0.12
H 4.3734 -6.9422 2.1499 0.09
H 0.9565 5.8983 -1.8781 0.11
H 5.5265 -5.1750 -0.2228 0.11
H 3.3307 2.0453 -0.8878 0.11
H 2.8230 -6.0804 -2.2459 0.12
H -2.4073 -0.9660 0.3843 0.06
H 2.3405 -8.1123 -5.5308 0.12
H 0.2363 -4.6281 1.8241 0.10
H 2.0825 -10.5336 -5.9100 0.10
H 4.3182 -4.5980 1.0468 0.10
H -1.4875 -2.5098 2.4174 0.08
H 4.5005 -4.1138 -2.0340 0.09
H -5.4966 0.2613 0.9734 0.12
H -2.6682 8.3174 0.4916 0.12
H -6.5653 4.3790 0.4754 0.11
H -1.1828 6.3065 -3.0307 0.12
H -4.4220 5.0761 1.4974 0.10
H 7.3023 1.9544 -2.5075 0.11
H -6.8838 4.9144 7.9150 0.11

(3)
101
Properties=species:S:1:pos:R:3:mulliken_spin:R:1 method="wB97M-V/def2-TZVPD" homo_lumo_gap_ha="0.24301 / 0.14940" s_squared=8.8183 total_charge=+3 e_homo_ev="-14.575 / -14.575" spin_multiplicity=6 relative_energy_kj_mol=108.6
Ru -0.2145 -1.4443 1.5937 2.61
S -5.4924 -1.0235 -2.2882 0.00
O -6.7705 -1.1522 -2.8879 0.00
O 8.7652 5.7369 -3.7787 0.16
O -5.2959 -1.1630 -0.8724 0.01
O -1.1589 -0.5279 -0.6480 0.14
O -1.2886 -2.7019 -0.3233 0.16
N 1.2233 -1.6715 0.1395 0.00
N 4.5203 1.2733 -2.0139 0.02
N -2.4672 -1.5055 1.9087 0.31
N -2.9250 -2.5110 2.7343 0.05
N -4.5015 -2.1548 -2.9980 0.00
N 0.0289 -3.3165 2.4133 -0.08
N -2.7637 -3.7303 4.9461 0.00
N -4.1126 -3.6624 5.0152 0.00
N -0.8705 -3.8795 3.2556 0.05
N 3.6695 3.0975 -1.0547 0.11
N -0.5012 -0.9791 3.6916 0.03
N 0.1953 0.5422 1.2438 -0.04
N -1.2807 -1.7620 4.4677 0.04
C 4.6393 2.6375 -1.8366 0.04
C -4.1083 1.3055 -1.8524 0.00
C 6.7245 2.8956 -3.1858 -0.05
C 3.4419 0.8662 -1.3019 0.11
C 1.5748 -2.7694 -0.5226 0.06
C -3.4922 2.4796 -2.2577 0.00
C 2.8750 -0.4275 -1.0962 -0.03
C -1.2765 -1.2854 5.7245 0.03
C 7.7392 3.6834 -3.6260 0.11
C 1.7653 1.9766 0.1262 0.00
C -3.3530 -2.6824 -2.3057 -0.02
C -0.4642 -0.1685 5.7684 0.00
C 0.7749 -5.3392 3.0000 0.00
C 0.0003 -0.0134 4.4665 0.02
C -2.2675 -4.3339 6.0696 0.00
C 5.7538 4.8120 -2.0120 -0.01
C 7.7766 5.0683 -3.2794 0.16
C 8.9136 7.1520 -3.5682 0.00
C -0.0506 2.9067 1.3723 0.00
C 1.0844 3.0971 0.6179 0.02
C -4.1941 2.0761 -4.5177 0.00
C -3.3271 -4.6856 6.8562 0.00
C -1.4394 -1.6874 -1.0519 -0.12
C 1.2694 0.7026 0.4330 0.02
C 3.2628 -1.6056 -1.7497 0.04
C -2.0454 -1.8564 -2.4324 0.02
C -4.1651 -2.8177 2.4004 0.37
C -4.7544 0.5255 -2.7941 0.00
C 2.9256 2.0319 -0.7160 0.05
C -0.4583 1.6099 1.6768 0.02
C 6.7662 5.6121 -2.4443 0.11
C 2.5944 -2.7750 -1.4695 -0.02
C 5.6992 3.4363 -2.3675 0.16
C -2.7973 4.1135 -4.0419 0.00
C -3.5030 2.8651 -3.5955 0.00
C -3.4345 -1.1715 1.0635 0.32
C -4.5519 -1.9654 1.3141 0.13
C 1.8214 -0.4924 -0.1658 -0.04
C -0.4486 -5.1045 3.6008 0.04
C -4.8129 0.9015 -4.1270 0.00
C -4.4643 -4.2421 6.1421 0.00
C 1.0401 -4.1856 2.2784 0.03
B -2.0045 -3.0143 3.8728 -0.08
H -3.3017 -0.3825 0.3439 -0.03
H 9.7642 7.4505 -4.1696 0.00
H 1.4598 4.0850 0.3852 0.00
H -2.2407 -0.8638 -2.8316 0.00
H -3.0059 3.1137 -1.5251 0.00
H 6.7197 1.8528 -3.4718 -0.01
H -4.5719 -2.2384 -4.0000 0.00
H -1.3315 1.4362 2.2921 0.00
H -3.5115 4.9382 -4.1036 0.00
H -5.5018 -4.3116 6.4236 0.00
H -1.2098 -4.4650 6.2366 0.00
H -0.6304 3.7427 1.7367 0.00
H -1.0262 -5.7501 4.2406 0.00
H -5.4828 -1.9460 0.7666 -0.05
H -0.2421 0.4431 6.6251 0.00
H 4.0500 -1.5931 -2.4925 0.00
H 6.8016 6.6493 -2.1418 0.00
H -4.7219 -3.5776 2.9266 0.00
H 8.5347 3.2875 -4.2432 0.00
H -1.8382 -1.7566 6.5141 0.00
H 4.9725 5.2060 -1.3772 -0.01
H 0.6674 0.7375 4.0764 0.00
H -2.3646 3.9882 -5.0335 0.00
H -2.0138 4.3999 -3.3413 0.00
H 5.1225 0.6904 -2.5710 0.00
H 8.0196 7.6883 -3.8860 0.00
H 1.0067 -3.6645 -0.3174 -0.01
H 9.1142 7.3696 -2.5186 0.00
H -1.3185 -2.3586 -3.0754 0.00
H -4.1236 1.0023 -0.8158 0.00
H -5.3591 0.2971 -4.8407 0.00
H -4.2508 2.3958 -5.5508 0.00
H 1.3844 -6.2224 3.0744 0.00
H -3.3080 -5.1664 7.8189 0.00
H 1.9251 -3.9478 1.7146 0.00
H -3.1729 -3.7025 -2.6424 0.00
H 2.8329 -3.6970 -1.9800 0.00
H -3.6369 -2.7266 -1.2557 0.02